Below is a molecular structure, C30H47CeCl2N2P at a distorted geometry, with properties calculated with ωB97M-V with the def2-TZVPD basis set.

Summary:
Total charge = 0
Total energy = -82117.973 eV
LUMO energy (spin up / spin down) = 0.03 / 0.02 eV

Each line ends with the Löwdin charge.
Positions of all 83 atoms, in Å:
P  -0.1206  0.7153  -2.4544  1.037
C  -1.7559  0.2198  -3.2161  -0.430
C  -2.2530  1.0776  -4.3836  -0.202
C  -3.7034  0.6976  -4.7108  -0.196
C  -3.8646  -0.8046  -4.9588  -0.205
C  -3.3081  -1.6542  -3.8140  -0.193
C  -1.8531  -1.2885  -3.4914  -0.200
C  1.2928  0.1149  -3.4933  -0.436
C  1.1926  0.5054  -4.9669  -0.204
C  2.5082  0.1424  -5.6674  -0.198
C  2.8714  -1.3337  -5.4800  -0.203
C  2.8729  -1.7598  -4.0093  -0.191
C  1.5613  -1.3888  -3.3126  -0.200
C  -0.0665  2.5853  -2.5196  -0.439
C  -1.1972  3.2011  -1.6789  -0.235
C  -1.1798  4.7310  -1.7918  -0.192
C  0.1784  5.3313  -1.4120  -0.203
C  1.3307  4.6694  -2.1743  -0.195
C  1.2965  3.1403  -2.0825  -0.234
H  -2.4287  0.4200  -2.3575  0.044
H  -1.6133  0.9309  -5.2662  0.106
H  -2.2032  2.1462  -4.1308  0.096
H  -4.0423  1.2679  -5.5823  0.108
H  -4.3370  0.9895  -3.8620  0.117
H  -4.9204  -1.0432  -5.1204  0.106
H  -3.3321  -1.0664  -5.8810  0.112
H  -3.9117  -1.4893  -2.9115  0.117
H  -3.3721  -2.7186  -4.0630  0.110
H  -1.4976  -1.8563  -2.6182  0.094
H  -1.2094  -1.5607  -4.3421  0.105
H  2.1570  0.6436  -3.0510  0.085
H  3.3057  0.7635  -5.2403  0.114
H  0.9828  1.5808  -5.0753  0.108
H  0.3564  -0.0354  -5.4364  0.106
H  2.4356  0.3886  -6.7314  0.107
H  3.8503  -1.5357  -5.9265  0.106
H  2.1398  -1.9464  -6.0202  0.113
H  3.0427  -2.8385  -3.9188  0.112
H  3.6953  -1.2578  -3.4826  0.117
H  1.5975  -1.6451  -2.2453  0.070
H  0.7340  -1.9728  -3.7388  0.106
H  -0.2250  2.8384  -3.5846  0.106
H  -2.1796  2.8189  -1.9910  0.097
H  -1.0990  2.9113  -0.6172  0.065
H  -1.4051  4.9962  -2.8329  0.116
H  -1.9756  5.1581  -1.1699  0.112
H  0.3405  5.2100  -0.3329  0.112
H  0.1748  6.4069  -1.6180  0.107
H  2.2960  5.0377  -1.8073  0.111
H  1.2582  4.9407  -3.2349  0.114
H  2.1076  2.7177  -2.6904  0.104
H  1.5108  2.8311  -1.0492  0.046
Ce  -0.0612  0.2282  0.4353  0.258
Cl  2.4864  0.6397  -0.1274  0.106
Cl  -2.6376  0.6682  0.1725  0.091
C  -0.2767  -1.8687  -0.2059  -0.303
H  -1.3798  -1.8637  -0.3485  0.015
C  0.4024  -3.1312  -0.2315  -0.324
C  1.8325  -3.1651  -0.1749  -0.074
C  2.5295  -4.3650  -0.1761  -0.099
C  1.8264  -5.5820  -0.2183  -0.109
C  0.4211  -5.5728  -0.2673  -0.106
C  -0.2847  -4.3763  -0.2872  -0.054
H  2.3684  -2.2101  -0.1154  0.070
H  3.6211  -4.3670  -0.1366  0.099
H  -0.1259  -6.5182  -0.2866  0.097
H  -1.3753  -4.3552  -0.3259  0.106
H  2.3680  -6.5296  -0.2065  0.091
C  3.1722  -0.1132  5.2230  -0.015
C  1.9099  -0.1799  4.4809  -0.281
C  0.5771  -0.3636  4.8829  0.040
C  -0.2058  -0.3227  3.7221  -0.297
N  0.6161  -0.0987  2.6532  -0.130
N  1.8877  -0.0352  3.1469  0.065
C  -1.6559  -0.4718  3.4840  -0.037
H  3.1415  0.7156  5.9402  0.094
H  3.3300  -1.0397  5.7863  0.094
H  4.0178  0.0387  4.5422  0.089
H  0.2146  -0.5059  5.8851  0.114
H  2.6771  0.1178  2.5218  0.118
H  -2.2060  -0.6740  4.4116  0.093
H  -2.0971  0.4369  3.0323  0.064
H  -1.8708  -1.3083  2.7909  0.096